17
Properties=species:S:1:pos:R:3:forces:R:3 method="wB97M-V/def2-TZVPD" total_charge=0 energy_ha=-309.808730 gap_ev=10.257 e_above_lowest_kcal_mol=21.11 max_force_ha_per_bohr=0.009 multiplicity=1 smiles="O=C1CC=CCC1.[H][H]"
O 0.689 -1.846 0.707 -0.16 0.36 -0.28
C 0.340 -0.916 0.011 0.03 -0.19 0.10
C -0.773 -1.039 -1.008 0.02 -0.07 0.00
C -1.788 0.058 -0.779 0.01 0.18 0.11
C -1.548 1.130 -0.025 -0.04 -0.12 -0.11
C -0.232 1.402 0.659 -0.04 0.02 0.02
C 0.891 0.488 0.137 0.07 -0.03 0.04
H -0.347 -0.960 -2.020 -0.06 -0.02 0.14
H -1.221 -2.033 -0.918 0.02 0.15 0.00
H -2.765 -0.075 -1.240 0.13 0.05 0.06
H -2.342 1.858 0.133 0.10 -0.09 -0.05
H -0.345 1.258 1.742 -0.01 0.02 -0.14
H 0.052 2.453 0.520 -0.05 -0.15 0.02
H 1.760 0.498 0.799 -0.15 -0.03 -0.08
H 1.203 0.832 -0.858 -0.07 -0.07 0.12
H 3.571 -1.461 1.030 0.04 -0.02 0.03
H 2.854 -1.648 1.109 0.16 0.01 0.01